This record from the Open Molecules 2025 dataset describes a molecular structure, C4H10N2 at a distorted geometry. The level of theory is the ωB97M-V functional and the def2-TZVPD basis.

Properties
HOMO-LUMO gap   0.32026 hartree
Largest force on an atom   4.53 eV Å⁻¹
Energy relative to the best compared isomer or geometry (same formula, charge and spin)   4.402 eV

Element x y z (Å)
C -0.4449 -0.1377 0.4723
C 0.0151 -0.7840 -0.8031
C -0.4283 -1.0695 1.6690
N -0.7625 -0.5010 -1.9607
C 0.9784 2.0436 0.1938
N 0.6753 0.8396 0.5714
H -1.3908 0.4064 0.3987
H -1.0377 0.4860 -1.9715
H -0.2733 -0.7544 -2.8140
H 0.5200 -1.7458 -0.7890
H 1.0891 0.1204 -0.6213
H 0.5432 -1.5628 1.7619
H -1.1842 -1.8495 1.5436
H -0.6261 -0.5176 2.5905
H 0.4828 2.3911 -0.7215
H 1.8439 2.6351 0.4798

Löwdin atomic charge list, values in e, 2 entries:
1. C -0.41
2. C -0.27